No. 1
A molecular structure, C49H41N9O7PbS2Se, computed with ωB97M-V/def2-TZVPD.

Geometry as XYZ:
```
110
Properties=species:S:1:pos:R:3:forces:R:3
Pb 0.067172 -1.243731 0.004318 -0.2345 -0.3668 -0.2006
C 1.139978 -2.681780 -3.436324 0.0791 -0.1073 -0.0736
O 1.683206 -2.404881 -2.153621 -0.1021 -0.0720 0.0011
C 3.012748 -2.174301 -2.055573 -0.0398 0.0459 -0.0797
C 3.878998 -2.183642 -3.143662 0.0051 0.0134 -0.0684
C 5.236651 -1.966346 -2.953926 -0.0141 0.0204 0.0943
C 5.730269 -1.727970 -1.680418 0.0020 0.0116 -0.0424
C 4.861334 -1.709951 -0.600730 -0.0316 0.0124 0.1075
C 3.499786 -1.934439 -0.766200 0.0707 0.1381 0.0264
N 2.554374 -1.949660 0.310413 0.1840 -0.0368 -0.2756
N 3.115333 -2.041594 1.430412 0.2502 -0.0353 0.2002
C 2.399463 -2.234773 2.571921 -0.2288 -0.0784 0.3449
C 1.097185 -2.819697 2.602994 0.3053 0.0072 0.2113
O 0.372652 -3.026876 1.579070 -0.0551 0.2292 -0.3243
C 0.609510 -3.273724 3.891088 -0.0805 0.1089 -0.0982
C 1.288218 -3.060004 5.032821 0.1265 0.0598 0.0941
C 2.577145 -2.425629 5.034607 -0.0907 -0.0442 0.0319
C 3.281914 -2.206282 6.231045 -0.0176 0.0045 0.0158
C 4.525128 -1.623830 6.223052 0.0192 -0.0040 -0.0112
C 5.093439 -1.238723 4.998625 -0.0562 -0.0214 0.0040
C 4.411792 -1.426874 3.820045 0.0023 -0.0118 -0.0245
C 3.138612 -2.035095 3.805194 -0.0516 0.0001 -0.2159
H 1.632990 -3.546125 -3.888337 0.0461 -0.0162 0.0179
H 1.219565 -1.818677 -4.098732 0.0365 0.0094 0.0141
H 0.088832 -2.894045 -3.272834 0.0458 0.0047 0.0177
H 3.497353 -2.352038 -4.140029 -0.0135 -0.0132 0.0083
H 5.901786 -1.974842 -3.808930 -0.0082 0.0078 0.0094
H 6.785501 -1.539576 -1.528300 -0.0229 0.0160 0.0122
H 5.225073 -1.526454 0.400194 0.0160 0.0073 -0.0042
H -0.366333 -3.743918 3.899040 0.0293 -0.0129 -0.0271
H 0.858216 -3.363310 5.981510 0.0265 -0.0080 0.0022
H 2.820566 -2.507406 7.165546 0.0093 0.0023 -0.0136
H 5.061260 -1.459163 7.149815 -0.0097 -0.0067 -0.0133
H 6.077151 -0.784405 4.984622 -0.0116 0.0250 -0.0191
H 4.840462 -1.109991 2.878413 0.0141 -0.0035 0.0392
O -3.733501 -2.170887 -0.238794 0.1957 0.1264 -0.1503
C -3.036149 -1.953448 -1.180017 -0.2833 -0.2605 -0.0078
N 1.708290 1.068370 2.100769 -0.2184 -0.3209 0.1985
C 1.174541 0.686403 1.075750 0.4428 0.2625 0.1273
H 2.320044 1.862721 2.225198 -0.0065 0.0800 -0.2155
O -7.076950 -2.657894 8.556041 -0.0796 -0.0060 0.0427
S -5.714816 -2.777709 8.079795 0.0380 0.1179 -0.0575
O -5.459244 -3.931555 7.245121 0.0218 -0.0860 -0.0328
O -4.688726 -2.492676 9.072499 -0.0127 -0.0675 0.0510
C -5.481211 -1.343450 6.976827 0.1065 0.1088 -0.0113
N -6.110759 -0.212384 7.310842 0.0940 -0.0747 -0.0457
C -5.811399 0.857279 6.589151 -0.0434 -0.0170 0.0169
C -4.908216 0.832235 5.542228 -0.0086 0.1156 -0.0574
C -4.327127 -0.394426 5.258510 0.0584 -0.0775 -0.0659
N -4.613631 -1.477921 5.972787 -0.0964 -0.0099 0.0390
C -3.362645 -0.558704 4.131865 -0.0820 -0.0246 0.1230
C -2.588204 0.502080 3.678248 0.0205 0.0514 0.0277
C -1.704426 0.292209 2.639605 0.0896 -0.0204 -0.1567
N -1.555531 -0.887035 2.031509 -0.1712 0.0862 0.1666
C -2.304788 -1.906875 2.462835 0.0999 0.0692 0.1047
C -3.205467 -1.788647 3.508729 -0.0498 -0.0502 0.0114
H -6.320828 1.778866 6.858496 0.0023 -0.0059 -0.0091
H -4.691648 1.718121 4.961287 -0.0306 -0.0064 0.0127
H -2.638274 1.475633 4.148393 0.0119 -0.0168 -0.0243
H -1.069290 1.094547 2.281890 -0.0468 -0.0343 0.0253
H -2.145604 -2.857047 1.972230 -0.0315 0.0295 -0.0545
H -3.781679 -2.637391 3.853515 0.0353 0.0071 -0.0260
Se 1.571049 1.959308 -0.845141 -0.1089 -0.1521 -0.1140
C 3.463622 1.935774 -1.048728 -0.0392 0.0392 0.1099
C 4.341402 2.342527 -0.044916 0.0251 -0.0425 0.0049
C 5.704665 2.357199 -0.296709 0.0004 -0.0112 -0.0446
N 6.252735 2.018174 -1.462931 -0.1062 -0.0600 -0.0527
C 5.405520 1.616261 -2.415839 0.0296 0.0239 0.1101
C 4.030423 1.548344 -2.260990 0.0601 0.0083 0.0094
H 3.970839 2.661729 0.920276 0.0173 0.0476 -0.0184
H 6.396550 2.679706 0.476626 -0.0310 -0.0203 0.0094
H 5.857237 1.330172 -3.359387 -0.0086 -0.0182 -0.0270
H 3.396917 1.207672 -3.070052 0.0440 -0.0161 -0.0079
N -1.664323 0.980208 -0.662700 -0.0382 0.1788 0.1665
C -1.975445 2.059035 -0.387076 0.0493 0.1507 -0.1555
N -2.334658 3.299372 -0.062812 -0.0579 -0.0643 0.2205
C -1.265573 4.286038 0.171454 0.0117 -0.0632 -0.1786
C -0.887810 4.989610 -1.127014 -0.1193 0.0167 0.0086
C -2.128086 5.606945 -1.778596 0.0251 -0.1413 0.0137
C -3.189079 4.529042 -2.018056 0.0906 0.0624 0.0726
C -3.539281 3.847045 -0.700392 0.1106 -0.0215 -0.1170
H -0.406029 3.775538 0.602465 -0.0113 -0.0373 0.0144
H -1.650979 5.005309 0.899241 -0.0150 -0.0062 0.0357
H -0.440962 4.251195 -1.798683 0.0548 0.0309 0.0037
H -0.127670 5.747089 -0.923619 -0.0030 -0.0141 -0.0029
H -1.862688 6.096186 -2.717126 -0.0020 0.0103 0.0029
H -2.543815 6.374203 -1.113800 0.0126 0.0352 -0.0410
H -2.795155 3.777473 -2.708407 -0.0496 0.0006 -0.0399
H -4.090255 4.954072 -2.464366 -0.0110 -0.0017 -0.0099
H -4.260319 3.044032 -0.835455 0.0046 -0.0515 0.0238
H -3.963999 4.575776 -0.005530 -0.0350 -0.0054 0.0481
C -2.740270 0.421391 -8.979613 0.0208 0.0136 0.0580
C -1.399775 0.677860 -9.627663 0.0325 -0.0013 0.0112
O -1.296865 1.005122 -10.788676 -0.0198 0.0239 0.0187
S 0.091611 0.474898 -8.667926 -0.0543 -0.0305 -0.0491
C -0.416312 -0.091881 -7.090097 0.1269 -0.0223 -0.0537
C -0.628447 -1.457518 -6.847492 -0.0154 0.0560 0.1085
C -1.072357 -1.916915 -5.631731 -0.0271 0.0563 0.0111
C -1.352879 -1.005164 -4.549837 -0.2625 0.0520 -0.0786
C -1.039774 0.384878 -4.793408 -0.0477 -0.0641 -0.0588
C -0.600873 0.805756 -6.020539 -0.0880 -0.0865 0.0830
C -1.819877 -1.414959 -3.344589 0.1713 0.1809 0.0842
C -2.624516 -1.697125 -2.383873 0.0155 0.1032 0.0454
H -3.443030 1.168801 -9.346579 0.0187 -0.0204 -0.0389
H -2.691633 0.436258 -7.894376 -0.0034 0.0035 0.0059
H -3.092496 -0.563383 -9.293466 0.0268 0.0036 0.0014
H -0.440402 -2.163238 -7.650083 -0.0284 -0.0178 0.0225
H -1.230470 -2.976869 -5.473544 -0.0326 0.0089 -0.0364
H -1.160790 1.087314 -3.978707 0.0163 0.0159 -0.0016
H -0.395763 1.859064 -6.182013 -0.0046 -0.0138 0.0293
```
Positions in Å, forces in eV/Å.

Output
Orbital gap in eV: 4.87
E_LUMO in eV: 3.15
Total charge: -2
E_HOMO in eV: -1.725
2S+1: 1



No. 2
9 unconnected molecules or ions with the total composition C24H62O12, computed with ωB97M-V/def2-TZVPD.

Geometry as XYZ:
```
98
Properties=species:S:1:pos:R:3:forces:R:3
C -29.291960 -14.395170 -0.555880 0.6721 1.0857 -0.0346
C -30.521630 -14.995900 0.087730 -0.0308 0.0563 0.7080
C -31.384160 -13.715210 0.224550 1.5965 -1.8736 -0.2885
O -31.161580 -13.104600 -1.017930 -1.4194 1.1201 -1.4125
C -29.977030 -13.549030 -1.691870 0.6780 -0.8729 2.0222
H -28.479280 -15.059660 -0.849320 -0.3749 -0.2387 -0.4169
H -28.830070 -13.711340 0.156250 0.0838 0.2342 0.0850
H -30.452580 -15.462650 1.070320 0.6102 -0.0467 0.0297
H -30.825010 -15.770500 -0.616590 -1.0153 0.1239 0.0319
H -30.924860 -13.106800 1.003650 0.0159 0.1170 0.3090
H -32.401730 -13.929230 0.551430 -0.3341 0.3152 -0.8809
H -29.441210 -12.655730 -2.012830 0.1488 -0.1740 0.0393
H -30.126180 -14.222180 -2.536100 -0.6450 0.1928 -0.2103
C -26.706010 -14.483190 4.981080 1.8115 0.5922 -0.1969
C -27.832970 -13.732840 5.607180 -0.2400 1.0260 0.6767
C -28.987890 -13.845130 4.630130 1.6327 -0.8047 -0.0317
O -28.746740 -15.237410 4.202690 -2.4090 1.1414 -0.7737
C -27.359580 -15.515810 4.095200 -0.3950 -0.8280 0.8278
H -25.930330 -14.834680 5.661430 -0.4011 -0.4657 0.3622
H -26.118050 -13.770770 4.402400 -0.1361 -0.0216 -0.5826
H -27.585560 -12.697930 5.843530 0.1295 0.0505 0.0112
H -28.153900 -14.200220 6.538130 -0.0820 -0.0620 0.0430
H -29.006400 -13.194420 3.755880 0.5631 0.1271 -0.0958
H -29.863080 -13.547760 5.207810 -0.7161 -1.3391 -0.3152
H -26.897520 -15.588900 3.110700 -0.5217 0.7243 -0.4712
H -27.383800 -16.556230 4.419310 0.8084 -0.1010 0.5617
C -33.140400 -20.433550 2.034850 -0.0822 0.6866 0.7377
O -33.167240 -21.168220 3.289120 0.2237 0.7742 -0.4524
C -33.247750 -20.463060 4.532400 1.1727 0.6491 0.7235
C -31.802780 -20.375450 5.236890 -1.2524 -0.4089 -1.9919
O -30.828190 -19.786830 4.350950 -0.8234 -0.1940 0.7561
C -31.023590 -18.412280 4.052060 0.1504 0.2379 -0.8722
H -32.451690 -19.592710 1.952530 0.4388 -0.0510 0.8193
H -34.095050 -19.943860 1.842630 -0.3980 -0.4866 -0.0916
H -32.821110 -21.055400 1.198510 -0.4949 -0.5951 0.3988
H -33.929890 -20.989210 5.200190 0.2046 -0.5798 -0.0493
H -33.710300 -19.476060 4.533190 0.0974 0.3398 -0.9342
H -31.605830 -21.439740 5.365730 0.8577 0.1193 -0.0923
H -31.759580 -19.907340 6.220310 -0.4364 0.2859 -0.0313
H -31.625070 -18.199720 3.168230 -0.2945 -0.7026 -0.4511
H -30.046810 -18.027780 3.758520 0.0417 0.2541 0.5925
H -31.556240 -17.782230 4.764390 0.5462 -0.3004 0.9007
C -22.221080 -17.755680 4.250070 -0.0104 -0.6732 -0.4444
O -23.077350 -17.391790 3.173860 0.5232 -1.0157 -0.1100
C -23.609110 -16.128790 3.324680 -0.2979 1.3938 -0.3349
C -24.053620 -15.418880 2.009430 1.1403 0.7498 0.9938
O -24.316170 -14.000050 2.277810 -0.7861 -0.6708 -0.9490
C -23.318820 -13.184410 2.880810 0.2471 -1.6873 0.2656
H -22.056380 -18.826440 4.129900 -0.0314 -0.0049 0.1627
H -22.624730 -17.565740 5.244600 -0.4290 0.0688 -0.0155
H -21.237530 -17.286950 4.218370 0.0417 0.4015 -0.3076
H -22.788400 -15.501250 3.672140 -0.1680 0.3869 0.5194
H -24.423340 -16.170670 4.048130 -0.1545 0.3318 0.2335
H -24.923120 -15.839620 1.504400 -0.0508 0.1626 0.2546
H -23.194150 -15.496390 1.343550 0.0342 -0.0087 -0.3231
H -22.319380 -13.536700 2.625660 0.2468 -0.0735 -0.1457
H -23.449420 -13.365000 3.947780 0.3212 0.8276 0.3013
H -23.354410 -12.137540 2.579300 -0.6398 -0.1700 0.0189
C -30.631070 -18.929650 -5.503320 1.3027 -0.6595 0.5919
O -30.938310 -18.359890 -4.269990 -0.9455 0.6877 2.1753
C -29.955770 -17.853980 -3.323430 0.4948 -1.6089 -0.9278
C -29.298170 -18.949870 -2.416490 -1.7587 0.7834 -0.2899
O -28.744230 -19.981680 -3.183560 0.8289 -0.1437 0.3290
C -28.034630 -20.922620 -2.409030 0.3207 -0.8683 0.5052
H -30.208690 -19.924930 -5.365050 0.1056 -0.2465 0.0081
H -29.842170 -18.349150 -5.981600 -0.2393 0.2230 -0.6363
H -31.554980 -19.073900 -6.063400 0.1157 0.5780 -0.1028
H -30.483460 -17.211100 -2.618910 -0.1295 0.2323 -0.3489
H -29.225400 -17.304150 -3.917020 0.3106 0.2079 0.2619
H -30.116170 -19.299450 -1.786590 -0.6621 -0.8014 -0.2096
H -28.709540 -18.540220 -1.595640 1.1768 0.4295 -0.5844
H -28.579160 -21.289740 -1.539080 -0.6004 0.1306 0.0426
H -27.081820 -20.619700 -1.974870 0.1516 0.9296 -0.2044
H -27.763950 -21.815330 -2.972860 -0.3916 0.2075 -0.5617
C -30.008240 -21.011610 1.153600 0.4915 0.4443 0.8405
O -28.606890 -20.673620 1.201590 -0.1206 -0.2168 -0.3549
H -30.215800 -21.877510 0.524930 0.1070 0.0699 -0.1000
H -30.345190 -21.179310 2.176560 -0.2320 -0.1596 -0.0640
H -30.524430 -20.118020 0.802670 0.0702 -0.1848 -0.2518
H -28.136370 -21.197060 1.854440 -0.2516 -0.1866 0.0701
C -23.594560 -19.057140 0.669080 -0.7395 -0.3767 -1.4936
O -24.464820 -18.481570 -0.389870 1.8432 -0.1336 1.0964
H -22.638380 -18.546550 0.783630 -0.5905 0.9371 -0.0508
H -24.121210 -19.147570 1.619110 0.1287 0.1583 -0.0922
H -23.225120 -20.026270 0.333830 -0.4950 -0.4889 0.0148
H -25.356940 -18.822690 -0.293200 -0.2416 0.0075 0.4404
C -25.928020 -16.667500 -2.734690 1.9693 -2.2260 0.3399
O -26.557450 -15.630030 -3.370580 -1.1799 1.1287 -0.1470
H -26.303430 -17.669950 -2.940260 -0.9708 0.2619 -0.1917
H -24.924970 -16.776340 -3.147190 0.5454 0.1361 0.2641
H -25.833670 -16.602210 -1.650750 -0.1768 0.2827 0.1174
H -26.180980 -14.857970 -2.941870 -0.2528 0.3902 -0.3339
C -27.894610 -17.266920 1.084110 -0.2025 -0.0911 -0.2261
O -27.278480 -18.432540 0.552070 0.8285 1.1171 -0.3706
H -28.808380 -16.982320 0.562460 -0.3617 -0.4996 -0.0300
H -28.099150 -17.323580 2.153250 -0.0255 -0.1957 0.0328
H -27.286070 -16.378600 0.914830 0.6143 -0.3008 0.0267
H -27.693050 -19.259320 0.809300 -0.8057 -0.0813 0.3367
```
Positions in Å, forces in eV/Å.

Output
Orbital gap in eV: 9.54
E_LUMO in eV: 0.44
Total charge: 0
E_HOMO in eV: -9.100
2S+1: 1



No. 3
2 unconnected molecules or ions with the total composition C2H5IN2O2, computed with ωB97M-V/def2-TZVPD.

Geometry as XYZ:
```
12
Properties=species:S:1:pos:R:3:forces:R:3
C -1.921058 0.214993 0.103544 -0.6982 2.1197 2.6558
C -0.638215 -0.499949 0.056742 -0.0174 -1.3923 -2.2230
N 0.521908 -0.045441 -0.170979 -0.5713 2.2668 0.1429
O 0.803169 1.399184 -0.222464 -0.5034 -1.5032 -0.0439
H -1.781139 1.298640 -0.237970 -0.4416 -1.5374 0.4452
H -2.102544 0.225394 1.255046 -0.1716 0.4449 -1.6952
H -2.861329 -0.209664 -0.306823 1.1356 -0.1203 -0.1230
H -0.672115 -1.622827 -0.047771 0.2368 1.1355 0.4789
H 0.145157 2.006865 0.170931 -0.2017 -0.9536 0.0150
O 2.476625 -2.021366 0.318329 -0.0999 2.7771 -0.2386
N 2.472900 -0.823411 0.310578 0.2825 -3.8656 2.0810
I 3.556645 0.077585 -1.229164 1.0501 0.6286 -1.4950
```
Positions in Å, forces in eV/Å.

Output
Orbital gap (alpha / beta) in eV: 8.57 / 8.57
E_LUMO (alpha / beta) in eV: 0.01 / 0.01
Total charge: 0
E_HOMO (alpha / beta) in eV: -8.566 / -8.567
2S+1: 1



no.,M (Da)
1,1218.2
2,542.7
3,216.0